Molecular formula: C6H15B
Method: DFT, wB97M-V/def2-TZVPD

For the frontier orbital gap, the calculation gives 10.64 eV. The value obtained for the highest occupied orbital energy is -9.9207 eV. Its energy relative to the best compared isomer or geometry (same formula, charge and spin) is 38.7 kcal/mol. As for the SMILES: CBC(CC)CC.

Atoms and positions in Å:
C1 0.97 1.24 2.18
B1 1.19 1.29 0.57
C2 0.00 0.58 -0.42
C3 0.65 -0.63 -1.30
C4 1.42 -1.62 -0.42
C5 -1.23 0.04 0.26
C6 -2.39 -0.31 -0.71
H1 -0.09 0.79 2.41
H2 1.10 2.29 2.63
H3 1.77 0.66 2.75
H4 2.06 2.00 0.13
H5 -0.28 1.45 -1.22
H6 -0.22 -1.06 -1.90
H7 1.47 -0.18 -1.87
H8 1.92 -2.29 -1.06
H9 0.69 -2.32 0.15
H10 2.16 -1.07 0.33
H11 -1.03 -0.88 0.71
H12 -1.54 0.72 1.11
H13 -3.24 0.33 -0.56
H14 -2.13 -0.33 -1.79
H15 -2.67 -1.33 -0.31



Molecular formula: C6H11ClDyN3Sr
Method: DFT, wB97M-V/def2-TZVPD

For the frontier orbital gap (alpha / beta), the calculation gives 5.42 / 3.21 eV. The expectation value of S² is 9.834. The value obtained for the highest occupied orbital energy (alpha / beta) is -1.2686 / 1.0522 eV. Its energy relative to the best compared isomer or geometry (same formula, charge and spin) is 66.9 kcal/mol. As for the multiplicity: 6. The total charge is -2.

Atoms and positions in Å:
Dy1 0.61 -0.51 -1.95
Cl1 1.25 -2.48 -0.69
C1 2.18 1.00 -2.66
C2 -1.00 -0.67 -3.60
H1 2.04 1.18 -3.73
H2 2.31 1.96 -2.14
H3 3.10 0.39 -2.52
H4 -0.75 0.00 -4.45
H5 -2.06 -0.57 -3.35
H6 -0.78 -1.72 -3.89
Sr1 -1.38 0.96 1.84
C3 -2.47 -1.19 1.05
C4 -1.37 2.57 -0.20
H7 -3.47 -0.95 0.67
H8 -1.90 -1.77 0.31
H9 -2.55 -1.76 1.99
H10 -1.77 1.97 -1.12
H11 -0.38 2.86 -0.74
N1 0.67 0.44 3.03
C5 1.31 0.09 3.98
N2 2.15 -0.26 4.85
C6 2.09 -0.61 6.10
N3 2.17 -0.95 7.23



Molecular formula: C24H68N5O11
Method: DFT, wB97M-V/def2-TZVPD

For the frontier orbital gap, the calculation gives 8.51 eV. The value obtained for the highest occupied orbital energy is -5.9596 eV. Its energy relative to the best compared isomer or geometry (same formula, charge and spin) is 0.0 kcal/mol. The total charge is -1.

Atoms and positions in Å:
C1 -0.07 -0.50 0.14
O1 1.01 -0.37 -0.45
O2 -1.03 0.46 -0.04
O3 -0.16 -1.38 1.07
H1 -0.60 1.03 -0.82
C2 4.47 -2.17 3.42
C3 2.94 -2.34 3.15
C4 2.17 -1.15 3.80
O4 2.43 -1.12 5.18
C5 1.76 -0.06 5.93
N1 2.65 -2.41 1.69
H2 4.65 -2.25 4.45
H3 4.83 -1.28 2.97
H4 4.89 -2.89 2.82
H5 2.65 -3.29 3.56
H6 1.15 -1.28 3.58
H7 2.52 -0.10 3.34
H8 2.19 -0.18 7.07
H9 0.74 -0.11 5.89
H10 2.20 0.87 5.73
H11 1.70 -2.05 1.43
H12 2.59 -3.32 1.11
C6 0.51 4.67 -4.08
C7 -0.78 3.85 -3.59
C8 -0.87 4.11 -2.08
O5 0.18 3.39 -1.51
C9 0.36 3.62 -0.13
N2 -1.92 4.15 -4.51
H13 1.48 4.37 -3.68
H14 0.15 5.59 -3.77
H15 0.55 4.72 -5.18
H16 -0.51 2.89 -3.64
H17 -1.81 3.67 -1.83
H18 -0.90 5.21 -1.65
H19 1.02 2.85 0.17
H20 -0.55 3.47 0.56
H21 1.24 4.39 0.12
H22 -2.68 3.48 -4.11
H23 -1.83 3.87 -5.40
C10 -4.44 -1.40 1.97
C11 -3.74 -2.63 1.45
C12 -4.62 -3.91 1.22
O6 -5.31 -4.22 2.41
C13 -4.65 -5.21 3.20
N3 -3.05 -2.19 0.27
H24 -4.75 -1.73 2.95
H25 -5.27 -1.08 1.47
H26 -3.65 -0.68 1.99
H27 -2.93 -2.75 1.93
H28 -4.09 -4.80 0.83
H29 -5.35 -3.42 0.58
H30 -4.30 -6.12 2.64
H31 -5.20 -5.61 4.10
H32 -3.72 -4.88 3.72
H33 -2.64 -3.03 -0.31
H34 -2.08 -1.56 0.28
C14 -2.81 0.23 -3.25
C15 -3.90 0.49 -2.14
C16 -4.80 1.48 -2.66
O7 -4.30 2.87 -2.87
C17 -5.32 3.81 -3.04
N4 -4.55 -0.80 -1.87
H35 -2.08 1.04 -3.38
H36 -3.29 0.13 -4.10
H37 -2.32 -0.60 -3.06
H38 -3.27 0.83 -1.22
H39 -5.70 1.41 -2.03
H40 -5.30 1.22 -3.52
H41 -5.86 3.98 -2.15
H42 -6.08 3.68 -3.87
H43 -4.89 4.88 -3.35
H44 -5.22 -0.59 -1.28
H45 -4.03 -1.32 -1.37
C18 5.12 2.07 -0.48
C19 4.62 0.61 -0.04
C20 5.87 -0.24 0.20
O8 6.51 -0.44 -1.01
C21 7.56 -1.40 -0.95
N5 3.78 0.71 1.09
H46 5.67 2.69 0.39
H47 4.14 2.63 -0.83
H48 5.82 1.90 -1.25
H49 4.15 0.19 -0.98
H50 5.35 -1.09 0.68
H51 6.32 0.41 1.02
H52 7.00 -2.32 -0.50
H53 7.96 -1.49 0.11
H54 8.15 -1.49 -1.91
H55 3.69 -0.26 1.29
H56 2.98 0.99 0.66
C22 2.29 1.13 -3.29
O9 1.90 -0.20 -3.00
H57 1.87 1.79 -2.58
H58 1.70 1.42 -4.04
H59 3.26 1.46 -3.41
H60 1.47 -0.19 -2.03
C23 0.18 -4.32 -1.06
O10 -0.27 -3.97 0.21
H61 -0.36 -5.23 -1.28
H62 1.28 -4.37 -1.13
H63 -0.34 -3.52 -1.60
H64 -0.05 -2.97 0.41
C24 -0.42 1.25 3.28
O11 -1.09 0.03 3.41
H65 -0.84 1.78 2.32
H66 0.58 1.13 3.23
H67 -0.81 1.92 4.12
H68 -0.79 -0.50 2.75



Molecular formula: C36H46N3O3ReSi2Te
Method: DFT, wB97M-V/def2-TZVPD

For the frontier orbital gap (alpha / beta), the calculation gives 6.94 / 6.56 eV. The expectation value of S² is 2.015. The value obtained for the highest occupied orbital energy (alpha / beta) is -7.5568 / -7.5724 eV. As for the multiplicity: 3.

Atoms and positions in Å:
Re1 -3.38 -1.24 -3.16
C1 -3.93 2.04 -4.29
Si1 -4.79 0.98 -3.00
C2 -6.73 0.95 -3.09
C3 -4.10 1.66 -1.33
C4 -3.83 3.00 -1.16
C5 -3.19 3.42 0.00
C6 -2.95 2.55 1.05
C7 -3.11 1.19 0.85
C8 -3.69 0.75 -0.31
Si2 -4.04 -1.04 -0.77
C9 -5.88 -1.22 -0.30
C10 -2.85 -1.91 0.47
H1 -4.58 2.86 -4.67
H2 -3.60 1.39 -5.13
H3 -2.95 2.44 -4.02
H4 -7.18 0.79 -2.14
H5 -6.99 0.06 -3.71
H6 -7.09 1.77 -3.66
H7 -4.10 3.79 -1.93
H8 -2.89 4.50 0.19
H9 -2.60 2.90 2.01
H10 -2.82 0.47 1.66
H11 -6.03 -1.50 0.77
H12 -6.23 -2.07 -0.93
H13 -6.39 -0.31 -0.65
H14 -2.80 -2.99 0.35
H15 -3.21 -1.85 1.51
H16 -1.88 -1.55 0.43
N1 -2.35 -3.23 -3.28
N2 -2.84 -3.92 -4.38
C11 -4.03 -3.46 -4.89
O1 -4.71 -4.22 -5.58
O2 -4.32 -2.13 -4.60
H17 -1.35 -2.91 -3.43
H18 -2.38 -3.86 -2.46
H19 -2.50 -4.90 -4.60
C12 4.59 -5.93 2.18
C13 4.08 -4.53 1.98
C14 4.61 -3.65 1.01
C15 4.24 -2.32 1.00
C16 4.82 -1.38 -0.04
C17 3.14 -1.94 1.77
Te1 2.17 0.00 1.30
N3 -1.79 -0.56 -3.21
C18 -0.43 -0.89 -3.22
O3 -0.09 -2.08 -3.40
C19 0.42 0.28 -3.07
C20 -0.16 1.52 -3.33
C21 0.56 2.70 -3.16
C22 1.90 2.68 -2.65
C23 2.48 1.42 -2.40
C24 1.75 0.20 -2.63
C25 2.65 1.59 2.67
C26 3.89 1.69 3.28
C27 4.90 0.57 3.17
C28 4.22 2.80 4.05
C29 3.34 3.91 4.19
C30 3.65 5.13 5.03
C31 2.13 3.84 3.49
C32 1.72 2.72 2.81
C33 0.44 2.77 2.12
C34 2.61 -2.78 2.79
C35 1.59 -2.21 3.72
C36 3.14 -4.09 2.89
H20 5.26 -6.03 3.02
H21 5.15 -6.26 1.28
H22 3.73 -6.59 2.26
H23 5.26 -4.09 0.21
H24 5.94 -1.55 -0.21
H25 4.70 -0.31 0.17
H26 4.31 -1.58 -1.02
H27 -1.19 1.60 -3.67
H28 0.14 3.71 -3.39
H29 2.43 3.61 -2.56
H30 3.53 1.34 -2.09
H31 2.28 -0.75 -2.49
H32 5.17 0.41 2.13
H33 4.46 -0.40 3.49
H34 5.82 0.77 3.73
H35 5.21 2.86 4.49
H36 4.73 5.20 5.39
H37 3.08 5.31 5.93
H38 3.46 6.00 4.36
H39 1.44 4.66 3.68
H40 0.05 3.81 2.21
H41 -0.27 2.06 2.58
H42 0.58 2.52 1.05
H43 0.62 -2.14 3.17
H44 1.86 -1.17 3.99
H45 1.36 -2.80 4.63
H46 2.65 -4.83 3.55



Molecular formula: C39H42Cl2N4O5P2S3Sc
Method: DFT, wB97M-V/def2-TZVPD

For the frontier orbital gap, the calculation gives 7.34 eV. The value obtained for the highest occupied orbital energy is -4.8524 eV. Its energy relative to the best compared isomer or geometry (same formula, charge and spin) is 0.0 kcal/mol. The total charge is -1.

Atoms and positions in Å:
Sc1 -1.36 0.65 1.57
S1 -1.68 -1.81 2.67
P1 -0.73 -2.17 0.91
C1 -0.96 -0.89 -0.17
P2 -2.48 -0.60 -0.86
S2 -3.65 0.66 0.26
C2 -3.52 -2.05 -1.21
C3 -4.26 -2.62 -0.17
C4 -4.98 -3.79 -0.39
C5 -4.99 -4.38 -1.65
C6 -4.27 -3.80 -2.69
C7 -3.54 -2.64 -2.47
C8 -2.28 0.17 -2.50
C9 -1.10 -0.03 -3.21
C10 -0.90 0.59 -4.44
C11 -1.89 1.39 -4.98
C12 -3.08 1.57 -4.29
C13 -3.28 0.97 -3.05
C14 1.06 -2.40 1.25
C15 1.90 -2.80 0.22
C16 3.26 -2.96 0.43
C17 3.79 -2.72 1.69
C18 2.96 -2.32 2.72
C19 1.60 -2.16 2.51
C20 -1.16 -3.85 0.31
C21 -1.60 -4.83 1.19
C22 -1.80 -6.13 0.74
C23 -1.57 -6.46 -0.58
C24 -1.15 -5.48 -1.47
C25 -0.95 -4.18 -1.03
H1 -4.25 -2.16 0.80
H2 -5.53 -4.24 0.42
H3 -5.55 -5.29 -1.82
H4 -4.28 -4.26 -3.67
H5 -2.97 -2.20 -3.28
H6 -0.34 -0.66 -2.77
H7 0.03 0.43 -4.97
H8 -1.74 1.88 -5.93
H9 -3.86 2.20 -4.71
H10 -4.19 1.14 -2.50
H11 1.50 -2.98 -0.78
H12 3.90 -3.25 -0.39
H13 4.85 -2.83 1.86
H14 3.37 -2.11 3.70
H15 0.95 -1.81 3.30
H16 -1.78 -4.57 2.22
H17 -2.15 -6.89 1.44
H18 -1.73 -7.47 -0.93
H19 -0.98 -5.72 -2.51
H20 -0.65 -3.40 -1.73
C26 -1.15 0.56 6.36
N1 -1.88 1.60 5.64
C27 -1.39 2.97 5.80
C28 -2.37 1.28 4.46
N2 -2.83 1.00 3.44
H21 -0.11 0.54 6.02
H22 -1.61 -0.40 6.17
H23 -1.19 0.79 7.43
H24 -0.34 3.03 5.52
H25 -1.52 3.27 6.84
H26 -1.97 3.63 5.16
O1 -0.60 2.46 2.64
S3 0.77 1.87 2.92
O2 0.93 1.60 4.34
O3 0.66 0.55 2.15
O4 1.82 2.69 2.35
C29 4.31 3.83 1.14
C30 3.25 4.28 0.15
N3 3.48 3.75 -1.20
C31 4.76 4.04 -1.82
C32 5.73 2.87 -1.83
C33 2.55 3.14 -1.97
O5 2.80 2.77 -3.11
C34 1.12 3.07 -1.51
C35 0.22 3.80 -2.28
C36 -1.12 3.75 -1.97
C37 -1.53 2.94 -0.92
N4 -0.69 2.19 -0.20
C38 0.62 2.26 -0.49
H27 4.05 4.20 2.13
H28 5.30 4.19 0.87
H29 4.32 2.74 1.21
H30 3.23 5.37 0.09
H31 2.28 3.94 0.51
H32 5.19 4.89 -1.29
H33 4.57 4.35 -2.85
H34 5.95 2.53 -0.81
H35 6.67 3.16 -2.30
H36 5.30 2.03 -2.38
H37 0.59 4.39 -3.11
H38 -1.85 4.31 -2.53
H39 -2.57 2.86 -0.66
H40 1.28 1.67 0.12
Cl1 2.40 -1.55 -3.00
C39 2.06 -0.24 -1.84
Cl2 3.44 0.13 -0.81
H41 1.23 -0.53 -1.20
H42 1.85 0.65 -2.42



Molecular formula: C8H16N2PSV
Method: DFT, wB97M-V/def2-TZVPD

For the frontier orbital gap (alpha / beta), the calculation gives 5.70 / 4.63 eV. The expectation value of S² is 2.128. The value obtained for the highest occupied orbital energy (alpha / beta) is -5.4457 / -4.3081 eV. Its energy relative to the best compared isomer or geometry (same formula, charge and spin) is 0.0 kcal/mol. As for the multiplicity: 3.

Atoms and positions in Å:
C1 -3.03 -1.26 -1.86
C2 -2.22 -2.44 -1.91
C3 -2.03 -2.91 -0.58
C4 -2.69 -2.03 0.31
C5 -3.30 -0.98 -0.44
V1 -1.30 -0.74 -0.86
P1 -1.71 1.59 -1.52
H1 -3.38 -0.69 -2.71
H2 -1.84 -2.90 -2.81
H3 -1.44 -3.78 -0.30
H4 -3.90 -0.17 -0.05
H5 -2.77 -2.15 1.39
H6 -2.86 2.25 -0.95
H7 -2.03 1.70 -2.92
H8 -0.71 2.61 -1.39
C6 3.79 0.22 0.25
N1 2.54 -0.39 0.70
C7 1.44 0.29 1.03
S1 -0.11 -0.52 1.12
N2 1.52 1.61 1.33
C8 2.50 2.12 2.30
H9 3.67 1.30 0.14
H10 4.07 -0.22 -0.72
H11 4.59 0.01 0.96
H12 2.36 -1.36 0.42
H13 0.59 2.04 1.43
H14 2.97 3.03 1.89
H15 1.99 2.39 3.23
H16 3.27 1.37 2.50



Molecular formula: C16H23Br4N3O
Method: DFT, wB97M-V/def2-TZVPD

For the frontier orbital gap, the calculation gives 9.85 eV. The value obtained for the highest occupied orbital energy is -9.4008 eV. As for the SMILES: C#C[C@H](C#N)[C@H](C#N)CCN(CC)C(C)=O.BrCCBr.BrCCBr.

Atoms and positions in Å:
C1 7.61 0.99 1.92
C2 6.93 0.68 0.98
C3 6.05 0.30 -0.14
C4 5.76 1.52 -0.92
N1 5.50 2.48 -1.49
C5 4.75 -0.37 0.42
C6 5.00 -1.82 0.45
N2 5.18 -2.95 0.36
C7 3.49 -0.10 -0.43
C8 2.81 1.24 -0.07
N3 1.60 1.04 0.72
C9 1.12 2.25 1.39
C10 1.06 3.52 0.50
C11 0.60 0.33 0.03
C12 -0.46 -0.33 0.88
O1 0.61 0.19 -1.18
H1 8.08 1.22 2.84
H2 6.59 -0.39 -0.79
H3 4.61 -0.03 1.44
H4 3.75 -0.10 -1.48
H5 2.80 -0.92 -0.26
H6 3.49 1.86 0.51
H7 2.61 1.78 -1.00
H8 0.10 2.05 1.73
H9 1.71 2.47 2.28
H10 0.11 4.03 0.69
H11 1.08 3.30 -0.56
H12 1.85 4.21 0.77
H13 -0.08 -1.32 1.13
H14 -0.60 0.20 1.82
H15 -1.39 -0.43 0.33
Br1 -4.71 -0.03 0.82
C13 -5.28 0.67 -0.90
C14 -4.35 0.26 -2.00
Br2 -2.68 1.27 -1.95
H16 -5.36 1.75 -0.78
H17 -6.27 0.25 -1.07
H18 -4.79 0.47 -2.97
H19 -4.08 -0.79 -1.95
Br3 -4.54 -4.30 -0.32
C15 -6.30 -3.87 0.38
C16 -7.36 -3.95 -0.68
Br4 -7.30 -2.43 -1.89
H20 -6.23 -2.88 0.82
H21 -6.49 -4.60 1.16
H22 -8.35 -3.93 -0.24
H23 -7.26 -4.84 -1.30



Molecular formula: C3H11N5
Method: DFT, wB97M-V/def2-TZVPD

For the frontier orbital gap, the calculation gives 11.17 eV. The value obtained for the highest occupied orbital energy is -17.8068 eV. Its energy relative to the best compared isomer or geometry (same formula, charge and spin) is 31.2 kcal/mol. The total charge is +2. As for the SMILES: N/C(=N\[NH3+])N1C[C@H]1[NH3+].

Atoms and positions in Å:
N1 -1.76 -0.92 0.08
C1 -0.78 -0.18 -0.40
N2 -0.77 0.26 -1.65
N3 -1.86 0.12 -2.57
N4 0.28 -0.10 0.52
C2 0.58 -0.38 1.97
C3 1.23 0.71 1.13
N5 2.63 0.43 0.76
H1 -2.74 -0.62 0.08
H2 -1.48 -1.27 0.96
H3 -1.58 -0.65 -3.06
H4 -1.85 0.87 -3.23
H5 -2.79 0.09 -2.14
H6 1.21 -1.28 2.02
H7 -0.23 -0.01 2.59
H8 1.15 1.83 1.33
H9 3.33 0.33 1.45
H10 2.94 1.13 -0.06
H11 2.48 -0.37 0.22



Molecular formula: C5H5N2O4
Method: DFT, wB97M-V/def2-TZVPD

For the frontier orbital gap (alpha / beta), the calculation gives 4.25 / 7.85 eV. The expectation value of S² is 2.011. The value obtained for the highest occupied orbital energy (alpha / beta) is -0.4335 / -5.5327 eV. Its energy relative to the best compared isomer or geometry (same formula, charge and spin) is 0.0 kcal/mol. As for the multiplicity: 3. The total charge is -1.

Atoms and positions in Å:
C1 0.55 0.09 0.95
C2 1.47 0.53 -0.14
C3 1.69 -0.91 -2.23
C4 -1.14 0.09 0.73
C5 -1.59 0.28 -0.73
N1 1.24 -0.13 -1.44
N2 -0.25 -1.10 0.89
O1 0.84 0.60 2.27
O2 2.19 1.49 -0.07
O3 2.08 -1.69 -3.01
O4 -1.72 0.68 1.64
H1 -0.70 0.20 -1.39
H2 -2.31 1.17 -0.72
H3 -2.14 -0.74 -0.99
H4 -0.28 -1.65 1.69
H5 0.06 1.09 2.55



Molecular formula: C5H8O
Method: DFT, wB97M-V/def2-TZVPD

For the frontier orbital gap, the calculation gives 9.27 eV. The value obtained for the highest occupied orbital energy is -8.5289 eV. Its energy relative to the best compared isomer or geometry (same formula, charge and spin) is 110.6 kcal/mol.

Atoms and positions in Å:
O1 -1.14 -0.96 -1.47
C1 -0.01 -0.97 -0.64
C2 1.09 0.11 -0.77
C3 1.20 0.21 0.78
C4 -0.57 0.87 1.01
C5 -0.11 -0.57 0.83
H1 -1.56 -0.09 -1.42
H2 0.41 -1.97 -0.73
H3 0.79 1.03 -1.29
H4 2.04 -0.23 -1.22
H5 0.42 1.49 1.10
H6 -1.14 1.30 0.19
H7 -1.02 1.03 1.99
H8 -0.39 -1.25 1.64



Molecular formula: C4H7NO
Method: DFT, wB97M-V/def2-TZVPD

For the frontier orbital gap, the calculation gives 10.61 eV. The value obtained for the highest occupied orbital energy is -9.8239 eV. Its energy relative to the best compared isomer or geometry (same formula, charge and spin) is 87.2 kcal/mol.

Atoms and positions in Å:
C1 0.89 1.19 0.01
C2 0.04 0.07 -0.48
C3 0.09 -1.14 0.14
C4 -1.45 -1.10 0.44
H1 1.97 0.81 0.05
H2 0.61 1.40 0.98
H3 1.23 2.27 -0.54
H4 0.62 0.09 -1.45
H5 0.71 -1.74 -0.67
H6 0.89 -1.20 0.93
H7 -2.06 0.87 -0.32
N1 -1.40 0.04 -0.41
O1 -2.15 -1.57 1.31



Molecular formula: C7H8
Method: DFT, wB97M-V/def2-TZVPD

For the frontier orbital gap, the calculation gives 10.90 eV. The value obtained for the highest occupied orbital energy is -9.8699 eV. Its energy relative to the best compared isomer or geometry (same formula, charge and spin) is 89.4 kcal/mol. As for the SMILES: C#CC[C@H](C)C#C.

Atoms and positions in Å:
C1 -2.50 0.10 1.86
C2 -1.94 0.25 0.81
C3 -1.06 0.37 -0.36
C4 0.38 -0.05 0.05
C5 1.41 1.07 -0.18
C6 0.84 -1.27 -0.63
C7 1.28 -2.23 -1.20
H1 -2.96 -0.06 2.81
H2 -1.06 1.40 -0.73
H3 -1.43 -0.26 -1.18
H4 0.35 -0.26 1.13
H5 1.44 1.35 -1.23
H6 1.15 1.95 0.42
H7 2.40 0.73 0.12
H8 1.69 -3.08 -1.69



Which formula does entry 6 have?
C8H16N2PSV